ORCA calculation (ωB97M-V with the def2-TZVPD basis set) on a cluster of 3 separate species, C20H43N6O2 in total.

Structure (XYZ):
```
71
Properties=species:S:1:pos:R:3:forces:R:3:lowdin_charge:R:1
O -3.55107 -3.69303 2.50784 0.1 0.1 -0.2 -0.179
O -1.27163 0.01947 -3.99789 0.2 0.0 0.3 -0.199
N 1.88342 5.78283 -0.01752 0.0 -0.3 0.3 0.088
N -0.95485 -1.21878 0.79756 -0.3 0.3 -0.2 0.028
N 1.07380 1.06884 -1.49129 0.1 0.3 -0.1 0.162
N 3.62404 5.37843 1.52302 -0.3 0.3 0.2 0.087
N 1.63733 3.93022 1.49618 0.1 0.0 -0.4 0.093
N 4.00050 1.37652 3.58513 0.0 0.2 0.0 0.160
C -1.23810 0.86626 -5.14168 0.0 0.1 -0.2 -0.275
C -2.58678 1.45286 -5.51535 -0.1 -0.1 0.1 -0.070
C 4.31244 -0.74391 2.56809 0.3 0.7 -0.4 -0.039
C 2.71965 2.44866 -0.48774 -0.3 0.1 -0.5 -0.139
C -4.36893 -2.99794 3.43497 -0.1 0.0 0.1 -0.283
C -3.25726 -5.04484 2.82652 0.0 -0.1 0.1 -0.282
C 1.46563 -0.01215 -0.80070 0.3 -0.3 0.4 -0.178
C 2.53752 0.11422 0.06768 -0.3 0.2 -0.2 0.088
C -1.74901 -2.07620 -5.22685 0.2 0.2 -0.1 -0.066
C -4.48297 -5.93207 2.95068 -0.1 0.1 0.0 -0.076
C -3.77987 -2.90392 4.83187 0.1 -0.1 0.0 -0.077
C 2.59105 4.74219 0.71272 -0.1 -0.4 -0.3 -0.638
C -2.11561 -1.12838 -4.10037 -0.1 -0.1 0.0 -0.267
C 3.18352 1.33241 0.23650 -0.2 0.4 -0.1 -0.093
C 4.34701 1.48523 1.17252 0.2 -0.6 0.1 -0.069
C 1.66382 2.26855 -1.36311 0.6 -0.1 0.6 0.035
C 3.30028 3.82669 -0.37036 -0.2 0.1 0.5 -0.065
C 4.19206 0.76101 2.49749 -0.2 -0.1 0.3 -0.408
C -0.77834 -1.08836 -0.65304 -0.2 -0.3 0.4 -0.262
C 0.69371 -1.26000 -1.03971 -0.5 0.2 -0.5 -0.101
H -1.36691 -1.85250 -1.15024 0.1 -0.2 -0.2 0.101
H 1.08527 -2.10993 -0.49797 0.3 -0.1 0.0 0.127
H -4.18055 -6.96057 3.14729 0.0 0.0 0.0 0.080
H 4.61943 -1.13931 1.60401 -0.1 -0.3 0.0 0.073
H -1.14629 -0.14328 -1.04815 -0.2 0.2 0.1 0.105
H 2.05888 3.52600 2.32209 -0.1 0.0 0.1 0.066
H -0.79560 0.33797 -5.99131 0.0 0.0 0.0 0.112
H -5.13745 -5.61730 3.76385 0.0 0.0 0.0 0.068
H -3.30660 0.68183 -5.79004 0.0 0.0 -0.1 0.072
H -2.39918 -2.95019 -5.20365 0.0 0.0 0.0 0.085
H -0.71466 -2.40926 -5.12721 0.0 0.0 0.0 0.083
H 3.37381 -1.16506 2.90630 -0.1 -0.3 0.0 0.091
H 4.57002 2.51945 1.38913 -0.1 0.3 -0.1 0.100
H -0.55059 1.67438 -4.88606 0.0 0.0 0.1 0.110
H 0.29912 0.97597 -2.14299 -0.1 -0.1 -0.1 0.158
H -2.00636 -1.64401 -3.14729 0.0 0.0 0.0 0.091
H 3.29825 6.31174 1.75691 0.2 0.1 -0.1 0.082
H -5.06482 -5.91078 2.02832 0.0 0.0 0.0 0.083
H 0.72112 -1.43304 -2.11724 0.1 -0.3 -0.1 0.127
H 1.28404 3.08566 -1.95098 -0.2 0.0 -0.2 0.145
H -5.36999 -3.43991 3.46694 0.0 0.0 0.0 0.108
H -1.85356 -1.61007 -6.20655 -0.1 0.0 0.0 0.072
H 0.83149 4.47696 1.76261 0.0 0.0 0.2 0.076
H -3.65382 -3.88503 5.29038 -0.1 0.0 0.0 0.068
H -3.00551 2.01601 -4.68011 0.0 0.0 0.0 0.083
H 5.09981 -0.95402 3.28066 0.0 -0.2 0.2 0.090
H 2.85632 -0.74429 0.62770 -0.1 -0.2 0.0 0.108
H -1.53968 -0.47567 1.15787 0.1 0.1 0.0 0.070
H 3.22869 4.33079 -1.32753 0.0 0.1 -0.2 0.119
H -3.16455 -0.82697 -4.17305 0.0 0.1 0.0 0.115
H 1.32840 5.34641 -0.74176 -0.1 0.1 -0.1 0.070
H -2.47839 2.12224 -6.36818 0.0 0.0 0.0 0.084
H -2.80103 -2.42261 4.80285 0.0 0.0 0.0 0.079
H 1.23204 6.23184 0.62143 0.0 0.2 -0.1 0.084
H 5.22958 1.07918 0.66995 0.1 0.0 -0.1 0.150
H 3.97520 2.38470 3.42727 0.0 0.0 0.1 0.041
H 4.35249 3.79739 -0.12605 0.2 0.0 0.0 0.105
H -4.43731 -2.32023 5.47622 0.0 0.0 0.0 0.079
H -2.63217 -5.40481 2.00883 0.0 0.1 0.0 0.115
H -1.49490 -2.05596 0.98336 0.1 -0.1 0.2 0.065
H -2.64761 -5.09802 3.73486 0.0 0.0 0.0 0.108
H -4.48482 -1.99448 3.02360 0.0 0.0 -0.1 0.114
H 3.69701 4.91391 2.42080 0.2 -0.1 0.0 0.066
```
Positions in Å, forces in eV/Å.

## Properties
Charge: +1
E_LUMO (Ha): -0.1262
HOMO energy (Eh): -0.423